Computed, not measured: the ion C3H5N2O with charge +1 at a distorted geometry, with wB97M-V/def2-TZVPD.

The geometry in ORCA input format:
```
! wB97M-V def2-TZVPD RIJCOSX def2/J DEFGRID3
* xyz 1 1
C -0.7244 1.2024 0.0193
C 1.1547 0.0728 -0.1119
C 0.0272 -0.9991 0.0029
N 0.5159 1.3111 -0.0569
N -1.1392 -0.1892 -0.0930
O -2.2577 -0.5135 -0.1048
H -1.3254 2.0744 0.1750
H 1.9772 0.1512 0.7298
H 1.6715 0.0851 -0.9923
H -0.0496 -1.8305 -0.7227
H 0.1500 -1.3645 1.1546
*
```

Values from the calculation:
- LUMO level (hartree) = -0.2800
- gap between HOMO and LUMO (eV) = 8.80
- energy relative to the best compared isomer or geometry (same formula, charge and spin) (kcal/mol) = 114.5
- electronic energy (eV) = -8208.2265
- HOMO level (hartree) = -0.6032
- SMILES = O=[N+]1C=NCC1
- strongest force on any atom (Eh/bohr) = 0.06642

=====

Computed, not measured: a cluster of 2 separate species, C3H5N2O2 in total at a distorted geometry, with wB97M-V/def2-TZVPD.

The geometry in ORCA input format:
```
! wB97M-V def2-TZVPD RIJCOSX def2/J DEFGRID3
* xyz 1 1
C -0.4015 1.3181 -0.4179
C 2.0062 -0.4033 -0.0509
C -1.5457 0.7441 -0.1831
N 3.1661 -0.2261 -0.0603
N -1.5254 -0.6770 0.2967
O 0.5868 1.8462 -0.7242
O 0.8593 -0.6459 -0.1123
H -2.4147 1.3808 -0.2624
H 4.0787 -0.3986 0.1377
H -1.1519 -1.2483 -0.3926
H -2.5001 -0.7852 0.5469
H -1.1577 -0.9049 1.2225
*
```

Values from the calculation:
- LUMO level (hartree) = -0.1544
- gap between HOMO and LUMO (eV) = 10.31
- energy relative to the best compared isomer or geometry (same formula, charge and spin) (kcal/mol) = 31.0
- electronic energy (eV) = -10258.3318
- HOMO level (hartree) = -0.5331
- strongest force on any atom (Eh/bohr) = 0.08874

=====

Computed, not measured: a structure of composition C3H5N2O2 at a distorted geometry, with wB97M-V/def2-TZVPD.

The geometry in ORCA input format:
```
! wB97M-V def2-TZVPD RIJCOSX def2/J DEFGRID3
* xyz 1 3
C 1.0898 -0.4456 -0.1066
C 2.4985 -0.2564 -0.4001
C -1.2492 0.2791 0.2960
N -0.1570 0.9717 -0.2578
N 0.2875 -1.4100 0.0853
O 3.4013 -0.0283 0.3309
O -1.0621 -1.1082 0.1003
H 2.7849 -0.2924 -1.4743
H -1.5463 0.6136 1.4220
H -2.2216 0.6561 -0.1334
H 0.1908 1.7588 0.2514
H 0.5479 -2.3530 -0.0458
*
```

Values from the calculation:
- LUMO level (spin up / spin down) (hartree) = -0.1881 / -0.3042
- gap between HOMO and LUMO (spin up / spin down) (eV) = 7.41 / 6.31
- energy relative to the best compared isomer or geometry (same formula, charge and spin) (kcal/mol) = 97.8
- electronic energy (eV) = -10251.4922
- HOMO level (spin up / spin down) (hartree) = -0.4604 / -0.5362
- strongest force on any atom (Eh/bohr) = 0.06704

=====

Question: Look up the energy relative to the best compared isomer or geometry (same formula, charge and spin) of the third one.
Answer: 97.8 kcal/mol

=====

Question: Look up the energy relative to the best compared isomer or geometry (same formula, charge and spin) of the first one.
Answer: 114.5 kcal/mol

=====

Question: energy relative to the best compared isomer or geometry (same formula, charge and spin) of number 1 (C3H5N2O)?
Answer: 114.5 kcal/mol